Entry 1:
# C3H6N2O

A 2-piece molecular cluster, C3H6N2O overall (wB97M-V/def2-TZVPD, OMol25).

Summary:
Expectation value of S²: 0.75
Charge: -1
Electronic energy (hartree): -302.6254
Multiplicity: 2

Geometry (Å):
C  0.886  0.320  -1.198
O  0.347  -1.731  2.063
C  0.196  1.497  -1.075
H  1.884  0.140  -1.570
N  -0.938  1.314  -0.346
C  -0.933  0.041  -0.017
H  0.272  -2.076  2.972
H  0.556  -0.784  2.146
H  0.351  -1.580  -0.413
N  0.141  -0.600  -0.522
H  -1.609  -0.516  0.611
H  0.486  2.411  -1.568

Quick look at the Mulliken charges, all values in e: -0.818 -1.574 -0.154 0.564 -0.507 -1.469 0.850 0.304 0.429 -0.115 1.053 0.437



Entry 2:
# C3H6N2O

A 2-piece molecular cluster, C3H6N2O overall at a distorted geometry (wB97M-V/def2-TZVPD, OMol25).

Summary:
Expectation value of S²: 0.75
Charge: -1
Electronic energy (hartree): -302.6188
Multiplicity: 2

Geometry (Å):
C  -0.151  -1.091  -0.566
O  -1.411  2.792  -0.860
N  -0.439  -0.756  0.708
H  -0.908  -1.279  -1.307
H  1.783  -1.428  -1.555
H  0.829  -0.096  2.313
C  0.786  -0.516  1.329
H  -0.662  2.182  -1.019
H  -1.388  2.906  0.115
N  1.757  -0.752  0.501
H  -1.406  -0.805  1.029
C  1.211  -1.157  -0.688

Quick look at the Mulliken charges, all values in e: -1.533 -1.157 0.024 0.799 0.600 1.086 -1.507 0.373 0.537 -0.601 0.758 -0.380



Entry 3:
# C3H6N2O

A 2-piece molecular cluster, C3H6N2O overall (wB97M-V/def2-TZVPD, OMol25).

Summary:
Electronic energy (hartree): -302.6303
SMILES: N=C=N.CC=O

Geometry (Å):
N  -0.155  -1.201  -2.745
C  0.948  0.074  1.431
C  -0.349  -0.112  -2.216
H  0.391  -1.213  -3.598
C  -0.528  0.031  1.700
O  1.449  0.466  0.399
H  -0.813  -0.953  2.087
H  -0.002  1.224  -0.945
N  -0.676  0.927  -1.652
H  -0.766  0.765  2.480
H  -1.099  0.257  0.797
H  1.600  -0.264  2.262

Quick look at the Mulliken charges, all values in e: -0.543 0.234 0.622 0.259 -0.893 -0.530 0.289 0.370 -0.676 0.272 0.267 0.329



Entry 4:
# C3H6N2O

A 2-piece molecular cluster, C3H6N2O overall at a distorted geometry (wB97M-V/def2-TZVPD, OMol25).

Summary:
Electronic energy (hartree): -302.3665

Geometry (Å):
N  -0.986  -0.610  1.133
H  -0.768  0.039  -0.700
C  1.625  0.560  -0.950
C  1.205  0.171  0.356
H  2.663  0.870  -1.076
C  -0.282  0.013  0.286
N  1.812  -0.299  1.399
H  -3.978  -0.369  -0.423
O  -3.031  -0.200  -0.493
H  -1.990  -0.552  0.859
H  2.830  -0.190  1.357
H  0.900  0.565  -1.748

Quick look at the Mulliken charges, all values in e: -0.448 0.242 -0.596 0.767 0.263 -0.163 -0.491 0.228 -0.763 0.424 0.264 0.273



Entry 5:
# C3H6N2O

A 2-piece molecular cluster, C3H6N2O overall at a distorted geometry (wB97M-V/def2-TZVPD, OMol25).

Summary:
Electronic energy (hartree): -302.5201

Geometry (Å):
H  0.694  -1.404  0.495
C  1.571  0.456  0.729
C  0.294  -0.247  -1.197
H  1.782  1.378  0.135
N  0.686  -0.437  0.161
H  -2.345  -0.708  -0.164
H  -1.522  -0.083  1.314
H  -1.764  1.068  -0.071
N  -0.878  -0.224  -1.623
C  -1.670  0.029  0.213
H  1.154  -0.098  -1.835
O  1.998  0.270  1.843

Quick look at the Mulliken charges, all values in e: 0.243 0.071 0.014 0.317 -0.232 0.365 0.258 0.338 -0.544 -0.766 0.464 -0.527



Entry 6:
# C3H6N2O

A 2-piece molecular cluster, C3H6N2O overall at a distorted geometry (wB97M-V/def2-TZVPD, OMol25).

Summary:
Electronic energy (hartree): -302.5467

Geometry (Å):
H  -1.037  -0.192  -1.426
N  1.936  -0.232  -1.983
H  -0.007  1.211  0.023
H  0.351  -0.535  1.300
C  1.568  0.274  -1.010
C  -1.555  0.160  -0.513
H  -2.073  -0.755  1.204
C  1.037  0.901  0.223
H  -1.339  -1.826  0.096
O  1.121  0.051  1.335
N  -1.601  -0.867  0.315
H  1.599  1.810  0.437

Quick look at the Mulliken charges, all values in e: 0.247 -0.401 0.269 0.334 0.365 -0.502 0.266 -0.287 0.264 -0.485 -0.324 0.252



What is the formula in the second record?
C3H6N2O